ORCA calculation (ωB97M-V/def2-TZVPD) on one molecule with the formula C3H5N2 in a non-equilibrium geometry.

Each line ends with the Löwdin spin population.
Element x y z (Å)
C1 -0.9340 0.2027 0.7091  0.03
C2 0.2995 0.7359 0.8835  0.02
N1 1.1158 0.2725 -0.1093  0.20
C3 0.3892 -0.5511 -0.9844  0.48
N2 -0.9172 -0.5496 -0.4715  0.21
H1 -1.8376 0.2611 1.2818  0.00
H2 0.5774 1.4827 1.6007  0.00
H3 2.1118 0.3360 -0.1545  0.00
H4 0.7827 -1.2664 -1.6744  0.05
H5 -1.7115 -1.1074 -0.7154  0.01

Cartesian forces, eV/Å:
0.6 0.0 -0.5
-1.3 -0.1 0.6
0.6 -0.2 -0.8
-0.4 0.2 -0.7
-0.3 0.2 1.0
0.0 0.3 0.2
0.3 -0.1 0.2
0.1 0.1 0.2
0.2 -0.2 0.2
0.4 -0.3 -0.3

Its spin multiplicity is 2. For the relative energy (zero: lowest compared OMol25 entry of this formula, charge and spin), the calculation gives 0.0 kJ/mol. Its LUMO energy (spin up / spin down) is 1.183 / 1.145 eV. Its expectation value of S² is 0.76. The total charge is 0. Its HOMO-LUMO gap (spin up / spin down) is 5.501 / 9.342 eV. The HOMO energy (spin up / spin down) comes out at -4.3 / -8.2 eV.


ORCA calculation (ωB97M-V/def2-TZVPD) on an isolated ion of composition C5H8N3 and charge +1 in a non-equilibrium geometry.

Each line ends with the natural charge from an NBO analysis.
Element x y z (Å)
C1 -0.9597 -0.5007 -1.6929  -0.68
C2 -0.9967 -0.0040 -0.3119  -0.24
N1 0.3418 0.0678 0.3640  -0.31
C3 0.4747 0.4517 1.8769  -0.42
C4 1.0933 -1.1548 0.2300  0.35
N2 1.8210 -1.9991 0.3480  -0.11
C5 0.9823 1.1111 -0.3661  0.35
N3 1.3666 2.0069 -0.9681  -0.11
H1 -0.6764 -1.6363 -1.7492  0.25
H2 -2.0293 -0.4876 -2.1502  0.30
H3 -0.1934 0.0274 -2.3256  0.25
H4 -1.7260 -0.5509 0.2929  0.26
H5 -1.4597 1.0277 -0.3788  0.27
H6 1.4998 0.0618 2.0894  0.26
H7 0.6124 1.6089 2.1484  0.30
H8 -0.1506 -0.0299 2.5931  0.27

Cartesian forces, eV/Å:
0.2 -2.9 -2.5
-3.6 1.4 0.5
1.0 0.5 0.1
3.1 2.3 1.3
-2.4 3.4 -0.1
2.0 -2.7 0.1
0.3 -0.1 0.1
0.1 -0.2 0.1
-0.4 1.9 0.2
2.0 0.4 0.8
-1.1 -0.3 0.4
0.6 -0.3 0.3
1.1 -0.7 0.6
-0.8 0.3 0.0
-1.0 -2.4 -1.5
-1.2 -0.6 -0.4

For the relative energy (zero: lowest compared OMol25 entry of this formula, charge and spin), the calculation gives 535.9 kJ/mol. Its LUMO energy is -4.268 eV. The SMILES is CC[N+](C)(C#N)C#N. The total charge is +1. Its HOMO-LUMO gap is 12.809 eV. The HOMO energy comes out at -17.1 eV.


ORCA calculation (ωB97M-V/def2-TZVPD) on one molecule with the formula C8H9BrO3S in a non-equilibrium geometry.

Each line ends with the Löwdin spin population.
Element x y z (Å)
C1 -1.8401 0.3443 -1.0819  0.04
C2 -0.7056 0.4854 -1.7878  0.01
C3 -0.6454 0.7178 1.1755  0.06
C4 1.5643 -0.7392 -1.5054  0.02
C5 2.1527 -0.2791 1.2601  0.73
C6 -1.4731 -0.3530 0.2742  0.02
C7 0.3670 -0.1000 -0.8536  0.05
C8 0.6031 0.8561 0.2978  0.62
O1 4.0512 -0.6757 -0.4791  0.03
O2 2.6509 -2.6043 0.2129  0.05
O3 -0.3740 -1.1141 -0.1366  0.01
S1 2.7471 -1.2121 -0.1000  0.09
Br1 1.3642 2.5151 -0.0288  0.17
H1 -2.8090 0.7605 -1.2017  0.00
H2 -0.4732 1.0108 -2.7214  0.00
H3 -1.0029 1.7365 1.3861  0.01
H4 -0.5150 0.2201 2.2183  0.02
H5 1.1564 -1.5601 -2.1151  0.00
H6 2.1685 -0.0149 -2.1132  0.00
H7 2.8262 0.4849 1.6059  0.03
H8 1.4304 -0.7090 1.9221  0.03
H9 -2.1249 -0.9275 0.8918  0.00

Cartesian forces, eV/Å:
0.6 -0.2 1.0
-0.5 0.0 1.1
0.4 -0.1 0.7
0.9 0.4 0.5
3.1 -2.2 0.9
1.6 2.5 -0.7
0.1 -0.7 -0.1
-3.8 1.6 -1.0
-1.2 -0.1 0.3
-0.4 -0.4 0.1
0.9 -0.7 -0.4
0.6 0.9 -1.3
0.2 0.0 0.1
-0.6 0.2 -0.6
-0.3 -0.2 0.5
-0.5 -0.5 -0.2
0.2 0.7 -1.7
0.8 0.0 0.4
-0.7 -0.7 0.5
0.0 0.2 0.0
-0.3 -0.2 0.0
-0.9 -0.3 -0.2

Its spin multiplicity is 3. Its LUMO energy (spin up / spin down) is 0.477 / -2.854 eV. Its expectation value of S² is 2.01. The total charge is 0. Its HOMO-LUMO gap (spin up / spin down) is 7.080 / 7.279 eV. The HOMO energy (spin up / spin down) comes out at -6.6 / -10.1 eV.


ORCA calculation (ωB97M-V/def2-TZVPD) on C11H27BrMnNO3 as an isolated structure in a non-equilibrium geometry.

Each line ends with the Löwdin spin population.
Element x y z (Å)
Mn1 3.6045 -1.6097 -4.3587  3.96
Br1 1.5959 -0.7093 -3.0792  0.05
C1 1.0660 2.2342 1.0548  0.01
C2 1.0475 0.7441 1.4034  0.05
C3 1.0683 0.5765 2.9144  0.00
C4 0.7282 -0.8337 3.3730  0.00
C5 -0.6483 -1.1745 2.8318  0.00
C6 -0.7553 -1.1368 1.3087  0.05
N1 -0.1765 0.1357 0.8526  0.63
O1 -0.4198 0.4336 -0.4283  0.10
C7 -0.0335 -2.3116 0.6311  0.05
C8 -2.2414 -1.1504 0.9419  0.01
C9 2.2851 0.0622 0.7982  0.04
H1 1.1468 2.3998 -0.0171  0.00
H2 1.9046 2.6860 1.5764  0.00
H3 0.1504 2.7109 1.4096  0.00
H4 2.0486 0.9094 3.2596  0.00
H5 0.3540 1.2406 3.4128  0.00
H6 0.7410 -0.9123 4.4571  0.00
H7 1.4466 -1.5717 3.0024  0.00
H8 -1.3606 -0.4568 3.2539  0.00
H9 -0.9801 -2.1377 3.2212  0.00
H10 1.0256 -2.3093 0.8842  0.00
H11 -0.4484 -3.2364 1.0219  0.01
H12 -0.1316 -2.2692 -0.4533  0.00
H13 -2.7192 -2.0744 1.2602  0.00
H14 -2.7694 -0.3095 1.3953  0.00
H15 -2.4193 -1.0727 -0.1319  0.00
H16 3.1276 0.7549 0.8233  0.01
H17 2.1923 -0.3170 -0.2216  0.00
H18 2.6465 -0.7962 1.3738  0.00
H19 0.2361 -0.0280 -1.0063  0.02
C10 -0.2841 3.0951 -2.8125  0.00
O2 0.9806 2.7616 -3.3250  0.00
H20 -0.5585 2.5422 -1.9071  0.00
H21 -0.3122 4.1570 -2.5540  0.00
H22 -1.0702 2.9177 -3.5547  0.00
H23 1.3059 1.9547 -2.9174  0.00
C11 -2.5281 -0.9743 -3.1056  0.00
O3 -1.7199 -1.1905 -4.2252  0.00
H24 -3.5376 -1.3046 -3.3434  0.00
H25 -2.1907 -1.5451 -2.2253  0.00
H26 -2.5842 0.0829 -2.8060  0.00
H27 -0.8132 -0.9674 -3.9892  0.00

Cartesian forces, eV/Å:
-0.6 0.3 0.3
0.4 -0.2 0.0
-0.5 -0.1 -0.1
0.2 0.6 0.4
-0.1 -0.1 0.8
0.2 -0.3 -0.5
-0.1 0.1 0.8
-1.2 -0.2 0.7
1.0 -0.8 -0.8
-0.2 0.0 0.0
0.6 0.4 0.0
-0.4 0.3 -0.6
0.8 -0.8 -0.1
0.1 0.1 0.0
0.1 0.0 -0.1
0.0 0.0 0.0
0.1 -0.1 -0.1
0.0 0.2 -0.3
0.0 0.1 0.1
0.1 0.1 0.1
0.0 0.0 -0.2
0.0 -0.2 -0.4
0.0 0.0 -0.1
-0.2 0.0 -0.1
-0.1 -0.1 0.0
0.2 0.0 0.2
0.1 -0.1 0.1
0.2 0.0 0.0
-0.2 0.2 -0.1
-0.2 0.4 -0.1
-0.4 0.1 0.1
0.1 0.1 -0.2
-0.7 0.2 0.1
0.5 0.0 0.1
0.1 -0.1 -0.1
0.1 0.0 -0.1
0.1 0.0 0.0
-0.1 -0.1 -0.2
-0.3 0.1 0.6
0.2 0.0 -0.2
0.0 0.0 0.0
0.0 0.0 -0.2
0.0 -0.1 -0.1
0.1 0.0 -0.1

Its spin multiplicity is 6. For the relative energy (zero: lowest compared OMol25 entry of this formula, charge and spin), the calculation gives 0.0 kJ/mol. Its LUMO energy (spin up / spin down) is -4.187 / -6.261 eV. Its expectation value of S² is 8.76. The total charge is +1. Its HOMO-LUMO gap (spin up / spin down) is 7.897 / 3.499 eV. The HOMO energy (spin up / spin down) comes out at -12.1 / -9.8 eV.


ORCA calculation (ωB97M-V/def2-TZVPD) on a 2-piece molecular cluster, C5H10O2 overall in a non-equilibrium geometry.

Each line ends with the natural charge from an NBO analysis.
Element x y z (Å)
C1 -2.3497 0.6237 -0.7923  -0.39
C2 -1.4255 -0.3399 -0.7802  -0.25
C3 -0.3769 -0.5504 0.2437  0.24
O1 -0.0185 -1.9231 0.3577  -0.74
C4 0.5953 0.2694 0.6710  -0.19
C5 0.7338 1.5014 1.5389  -0.64
H1 -2.6315 1.1037 0.1319  0.20
H2 -2.7285 0.8809 -1.7620  0.21
H3 -1.0211 -0.7828 -1.6772  0.22
H4 -0.8477 -2.3333 0.6500  0.49
H5 1.5954 -0.0308 0.3944  0.20
H6 0.0606 1.4520 2.4020  0.22
H7 1.7070 1.4757 1.9995  0.22
H8 0.6027 2.4211 0.9581  0.22
O2 1.9479 -1.0562 -1.7529  -0.95
H9 1.3640 -1.6654 -1.2846  0.48
H10 2.7928 -1.0461 -1.2980  0.47

Cartesian forces, eV/Å:
0.6 -1.1 -0.1
0.4 1.8 1.3
0.0 -0.8 0.3
-0.1 0.1 -0.9
0.8 0.7 0.7
-1.3 0.2 -0.8
-0.2 0.3 -0.2
-0.7 0.3 0.0
-0.4 -0.3 -0.5
0.4 -0.1 -0.3
0.2 -1.4 0.9
-0.3 0.2 -0.5
0.5 0.1 -0.2
0.0 0.2 0.4
-0.1 0.1 -0.5
0.3 -0.1 0.2
-0.1 -0.2 0.1

For the relative energy (zero: lowest compared OMol25 entry of this formula, charge and spin), the calculation gives 420.6 kJ/mol. Its LUMO energy is 0.562 eV. The SMILES is C=C/C(O)=C\C.O. The total charge is 0. Its HOMO-LUMO gap is 8.473 eV. The HOMO energy comes out at -7.9 eV.


ORCA calculation (ωB97M-V/def2-TZVPD) on a 2-piece molecular cluster, C5H12NO overall in a non-equilibrium geometry.

Each line ends with the natural charge from an NBO analysis.
Element x y z (Å)
C1 1.6515 1.0702 -0.1467  -0.45
C2 1.6992 -0.2560 -0.3608  -0.18
C3 -1.3924 0.7775 0.6225  0.57
C4 2.0372 -1.2493 0.6729  -0.68
C5 -2.0161 -0.9383 -1.0698  -0.41
N1 -1.9025 0.4426 -0.5101  -0.47
O1 -1.4097 1.9672 1.1682  -0.59
H1 1.9275 1.6835 0.6880  0.21
H2 1.5051 1.7029 -0.9931  0.20
H3 1.6480 -0.6015 -1.4252  0.21
H4 -0.8549 0.0043 1.1442  0.20
H5 1.3975 -0.9420 1.5407  0.20
H6 3.0923 -1.0643 1.1080  0.26
H7 1.6610 -2.2419 0.5248  0.23
H8 -3.0259 -1.2754 -1.2015  0.25
H9 -1.6535 -0.8193 -2.0840  0.24
H10 -1.3100 -1.5321 -0.6083  0.23
H11 -2.1565 1.2245 -1.0491  0.43
H12 -0.8978 2.0473 1.9793  0.54

Cartesian forces, eV/Å:
0.1 -0.6 -1.2
0.6 0.9 -1.2
1.1 -0.8 1.1
0.0 1.5 2.9
0.1 2.6 -1.8
-0.1 0.0 1.1
-0.8 -0.3 -1.7
-0.1 -0.5 1.0
-0.2 0.3 -0.7
-0.3 0.3 1.0
-0.1 -0.4 0.4
0.5 -0.2 -0.1
-1.5 -1.0 -1.1
0.8 -0.7 -0.5
-0.5 -0.2 0.8
0.2 -0.1 -0.3
0.9 -1.6 1.4
-1.0 0.9 -1.2
0.2 -0.3 0.2

For the relative energy (zero: lowest compared OMol25 entry of this formula, charge and spin), the calculation gives 185.1 kJ/mol. Its LUMO energy is -3.890 eV. The total charge is +1. Its HOMO-LUMO gap is 9.365 eV. The HOMO energy comes out at -13.3 eV.


ORCA calculation (ωB97M-V/def2-TZVPD) on C3H4O3S as an isolated structure in a non-equilibrium geometry.

Each line ends with the natural charge from an NBO analysis.
Element x y z (Å)
C1 1.4063 -0.3731 0.2196  -0.42
C2 0.3564 0.1530 -0.7411  -0.38
C3 0.2794 -1.1235 -0.2856  0.04
O1 -0.6958 0.6284 1.6323  -0.93
O2 -2.3984 -0.1977 0.1172  -0.90
O3 -1.2141 1.9163 -0.3477  -0.90
S1 -1.2561 0.6464 0.3442  2.43
H1 2.3332 -0.5543 -0.1624  0.22
H2 1.3323 0.0923 1.1748  0.26
H3 0.3302 0.8071 -1.5198  0.29
H4 -0.4734 -1.9950 -0.4315  0.29

Cartesian forces, eV/Å:
-2.0 1.2 0.9
1.5 -3.7 1.1
-2.5 -0.6 -1.9
0.7 -0.1 2.1
0.9 0.0 -0.4
-0.5 -0.5 0.2
-2.6 1.9 -0.5
2.5 -0.7 -1.0
0.3 -0.2 0.9
-0.1 1.3 -2.0
1.8 1.4 0.7

For the relative energy (zero: lowest compared OMol25 entry of this formula, charge and spin), the calculation gives 576.7 kJ/mol. Its LUMO energy is -1.601 eV. The total charge is 0. Its HOMO-LUMO gap is 9.136 eV. The HOMO energy comes out at -10.7 eV.


ORCA calculation (ωB97M-V/def2-TZVPD) on C27H25N7OPdS2 as an isolated structure.

Each line ends with the natural charge from an NBO analysis.
Element x y z (Å)
Pd1 1.3305 0.3153 -2.6847  -0.09
C1 -1.0429 -2.5436 0.4005  -0.68
C2 -0.8654 -1.0603 0.2235  0.28
N1 0.2963 -0.5096 0.1917  -0.31
N2 1.3333 -1.3617 0.5451  -0.45
C3 2.4719 -1.2559 -0.0092  -0.03
S1 3.1296 -0.3930 -1.3642  -0.37
S2 3.7974 -2.2655 0.7202  0.19
C4 3.0451 -2.8883 2.2468  -0.62
C5 2.6463 -4.3381 2.2069  0.09
C6 3.0498 -5.2219 3.2020  -0.26
C7 2.6490 -6.5536 3.1855  -0.23
C8 1.8264 -7.0163 2.1712  -0.25
C9 1.4130 -6.1387 1.1732  -0.20
C10 1.8233 -4.8166 1.1869  -0.23
C11 -2.0615 -0.1948 0.2002  -0.17
C12 -2.0066 1.0041 0.9102  -0.18
C13 -3.0672 1.8978 0.9651  -0.37
C14 -4.2484 1.5536 0.2960  -0.22
C15 -4.3452 0.3773 -0.4119  -0.36
C16 -3.2511 -0.5502 -0.5432  0.40
O1 -3.3301 -1.5491 -1.3177  -0.78
H1 -0.4662 -3.0883 -0.3490  0.22
H2 -0.6457 -2.8290 1.3804  0.21
H3 -2.0898 -2.8138 0.2994  0.24
H4 3.7396 -2.7107 3.0696  0.20
H5 2.1581 -2.2619 2.3866  0.28
H6 3.6897 -4.8616 4.0010  0.20
H7 2.9799 -7.2265 3.9686  0.19
H8 1.5062 -8.0515 2.1554  0.19
H9 0.7623 -6.4874 0.3805  0.21
H10 1.5076 -4.1277 0.4133  0.25
H11 -1.0806 1.2282 1.4299  0.21
H12 -2.9891 2.8240 1.5219  0.20
H13 -5.1024 2.2259 0.3362  0.18
H14 -5.2516 0.1210 -0.9517  0.19
C17 1.0238 2.9656 -4.3486  -0.66
C18 -0.0112 2.1855 -3.6041  0.35
N3 -0.3379 0.9185 -3.8459  -0.52
C19 -1.4983 0.6820 -3.1107  -0.07
C20 -1.9036 1.8138 -2.4900  -0.11
N4 -0.9701 2.7856 -2.8246  -0.40
C21 -0.9820 4.1423 -2.3788  -0.02
N5 -0.8866 4.3010 -0.9396  -0.21
N6 -1.6598 5.2286 -0.3438  -0.04
N7 -1.3955 5.2694 0.9108  -0.25
C22 -0.4109 4.3423 1.1705  0.03
C23 0.2020 3.9730 2.3730  -0.22
C24 1.1524 2.9795 2.3100  -0.23
C25 1.4935 2.3544 1.0907  -0.18
C26 0.8970 2.7015 -0.0975  -0.23
C27 -0.0675 3.7085 -0.0249  0.15
H15 1.6238 2.2531 -4.9083  0.26
H16 1.6938 3.5040 -3.6773  0.22
H17 0.5635 3.6857 -5.0395  0.18
H18 -1.9470 -0.2974 -3.0445  0.25
H19 -2.7085 2.0072 -1.7986  0.25
H20 -1.9146 4.6380 -2.6490  0.21
H21 -0.1520 4.6602 -2.8616  0.20
H22 -0.0847 4.4403 3.3063  0.21
H23 1.6367 2.6456 3.2199  0.20
H24 2.2074 1.5401 1.0726  0.24
H25 1.1253 2.1403 -1.0025  0.27

Cartesian forces, eV/Å:
0.2 -0.1 0.2
0.0 0.0 0.0
0.0 -0.1 -0.1
0.0 0.1 0.1
-0.1 -0.1 0.1
0.3 -0.1 -0.2
-0.3 0.1 -0.1
0.0 0.1 0.0
0.0 0.0 0.0
-0.1 0.0 0.0
0.0 0.0 0.0
0.0 0.0 0.0
0.0 0.0 0.0
0.0 0.0 0.0
0.0 0.0 0.0
0.0 0.2 0.0
0.0 -0.1 -0.1
-0.1 0.0 0.0
0.0 0.0 0.1
0.0 -0.1 0.0
0.1 0.1 -0.2
0.1 -0.1 0.1
0.0 0.0 0.0
0.0 0.0 0.0
0.0 0.0 0.0
0.0 0.0 0.0
0.0 0.0 0.0
0.0 0.0 0.0
0.0 0.0 0.0
0.0 0.0 0.0
0.0 0.0 0.0
0.0 0.0 0.0
0.0 0.0 0.0
0.0 0.0 0.0
0.0 0.0 0.0
0.0 0.0 0.0
0.0 0.0 0.0
0.1 -0.1 0.0
-0.1 0.1 -0.1
0.0 0.0 0.0
0.0 0.0 0.0
0.0 0.1 0.2
0.0 0.0 -0.1
0.0 -0.1 0.0
0.0 0.0 0.0
0.0 0.0 0.0
0.0 0.0 0.0
0.0 0.0 0.0
0.0 0.0 0.0
0.0 0.0 -0.1
0.0 -0.1 0.0
0.0 0.1 0.0
0.0 0.0 0.0
0.0 0.0 0.0
0.0 0.0 0.0
0.0 0.0 0.0
0.0 0.0 0.0
0.0 0.0 0.0
0.0 0.0 0.0
0.0 0.0 0.0
0.0 0.0 0.0
0.0 0.0 0.0
0.0 0.0 0.0

For the relative energy (zero: lowest compared OMol25 entry of this formula, charge and spin), the calculation gives 6.4 kJ/mol. Its LUMO energy is 4.383 eV. The total charge is -2. Its HOMO-LUMO gap is 5.293 eV. The HOMO energy comes out at -0.9 eV.


Calculated total energy
In order: -6169.73334, -9772.98792, -95454.89460, -120829.53958, -9438.68360, -8908.71101, -20148.39709, -66033.61512
Unit: eV